[1]
Here is a structure of composition C4H3O6Tm at a distorted geometry from OMol25. Energies are from ωB97M-V/def2-TZVPD.

Results
Charge: +1
Spin multiplicity: 4
Orbital gap (alpha / beta) (eV): 6.8 / 6.6
HOMO energy (alpha / beta) (eV): -14.147 / -14.143

XYZ file:
```
14
Properties=species:S:1:pos:R:3:forces:R:3
C -0.9864 1.1076 -1.5040 0.7925 -0.0647 -0.0190
C 0.2099 0.5606 -1.6867 -1.4559 0.4496 -1.4915
O 1.0278 0.2742 -0.6188 0.1999 -0.7484 2.6594
C 2.4509 0.4433 -0.6779 0.8238 1.4252 -4.1595
O 2.9772 0.8450 -1.6816 -0.9419 -0.7142 1.8525
O 2.8946 0.0785 0.4509 0.0238 -0.7823 2.5020
H -1.3144 1.4414 -0.5186 -0.0885 -0.1827 -0.2778
H 0.6300 0.2608 -2.6468 -0.0714 0.0959 0.3302
H -1.6219 1.2826 -2.3700 0.1275 -0.0727 0.3156
O -2.4882 -1.0659 1.3848 0.9156 -0.1911 0.8215
O -2.5164 -2.2059 3.1392 0.4147 0.2658 -0.1018
O -0.6589 -1.0730 2.6777 4.4535 1.1595 -0.6626
C -1.8423 -1.4286 2.4066 -3.4829 -0.6533 -1.2097
Tm 1.2384 -0.5207 1.6451 -1.7106 0.0134 -0.5593
```
Positions in Å, forces in eV/Å.

[2]
Here is a structure of composition C4H3ORb at a distorted geometry from OMol25. Energies are from ωB97M-V/def2-TZVPD.

Results
Energy relative to the best compared isomer or geometry (same formula, charge and spin) (kcal per mole): 17.6
Orbital gap (eV): 4.2
HOMO energy (eV): -5.554

XYZ file:
```
9
Properties=species:S:1:pos:R:3:forces:R:3
C -1.8513 -2.7077 -0.1347 0.1984 0.9796 0.0980
C -1.5923 -1.6244 0.3452 0.1027 -0.9901 -0.0806
H -2.1405 -3.6197 -0.6322 0.1055 0.4166 0.3266
H -1.3150 -0.7133 0.8624 -0.2268 -0.3497 -0.4021
C 0.9058 3.2486 0.2419 0.1480 0.0241 0.0747
C 1.5897 2.2571 -0.0074 -0.6889 -0.1512 0.1106
O 2.1697 1.1854 -0.2747 0.1489 -0.5156 -0.1686
Rb 1.8080 -2.1707 -0.9818 -0.0741 0.9281 0.2270
H 0.4258 4.1447 0.5814 0.2863 -0.3417 -0.1856
```
Positions in Å, forces in eV/Å.

[3]
Here is a cluster of 2 separate species, C4H4 in total at a distorted geometry from OMol25. Energies are from ωB97M-V/def2-TZVPD.

Results
Energy relative to the best compared isomer or geometry (same formula, charge and spin) (kcal per mole): 172.6
Orbital gap (alpha / beta) (eV): 9.9 / 6.5
HOMO energy (alpha / beta) (eV): -10.645 / -9.576

XYZ file:
```
8
Properties=species:S:1:pos:R:3:forces:R:3
C -2.8838 0.6426 0.0963 -0.3546 -0.2878 0.2096
C -2.0657 -0.2623 -0.0826 -3.3308 1.5958 0.8612
C 0.8900 -0.6477 -0.3088 -0.9502 -0.6519 0.9480
C 1.6561 0.3587 0.0209 -1.7331 -1.5676 -1.1853
H 0.1457 -1.1215 0.3902 1.4516 -0.4445 -0.8303
H 1.5482 0.4294 1.0617 0.8389 1.2776 1.5372
H 1.8535 1.0372 -0.7586 1.3191 1.1193 -0.2402
H -1.1440 -0.4364 -0.4192 2.7592 -1.0408 -1.3002
```
Positions in Å, forces in eV/Å.

[4]
Here is a cluster of 15 separate species, C4H40N2O14 in total at a distorted geometry from OMol25. Energies are from ωB97M-V/def2-TZVPD.

Results
Energy relative to the best compared isomer or geometry (same formula, charge and spin) (kcal per mole): 67.1
Orbital gap (eV): 8.5
HOMO energy (eV): -8.331

XYZ file:
```
60
Properties=species:S:1:pos:R:3:forces:R:3
C 1.4417 -1.9202 -0.9109 1.2448 -0.7313 0.8542
C 1.9115 -0.7677 0.0107 0.2954 -0.0993 2.0485
C 2.9789 0.2087 -0.5319 0.8376 -2.8387 -3.1171
N 0.8435 0.0379 0.5870 0.5200 -0.5302 1.1329
C -0.3142 -0.7271 1.1228 0.3898 1.1327 -0.3458
N -1.3896 0.1651 1.2322 -2.5206 0.8186 -1.5376
H 0.4227 -2.0626 -1.1859 -0.9476 1.0704 -0.4017
H 1.5496 -2.8288 -0.2785 0.6723 0.0734 -0.9258
H 2.0242 -1.8862 -1.8256 0.0643 -0.6623 0.1500
H 2.3920 -1.3134 0.9166 -0.4980 0.8924 -1.1882
H 3.8505 -0.4442 -1.0139 -1.5870 1.3053 1.0502
H 3.4308 0.8808 0.1499 0.1527 0.4484 0.8990
H 2.5732 0.7568 -1.4062 0.2606 -0.1466 0.6860
H 0.5045 0.7000 -0.0953 -0.3987 -0.1477 -0.2204
H -0.2528 -1.0664 2.1548 1.0874 -0.3644 -0.3267
H -0.4895 -1.5481 0.4045 -0.4475 0.1105 0.6588
H -1.7560 0.6231 2.0277 1.0324 -0.0711 1.3900
H -1.5168 0.8087 0.4654 0.2334 -0.4653 -0.1893
H 0.9055 1.7391 -1.9486 0.2838 -0.4290 0.6004
H 1.6638 1.1843 -3.2610 -0.4824 0.3107 1.0811
O 0.9636 1.7633 -2.8918 -0.1179 0.5769 -1.6055
H 1.8180 -0.5523 -4.4904 -0.2086 -0.3179 -0.3901
H 2.8786 -1.1489 -3.5043 0.0794 -0.0318 -0.3159
O 2.2249 -0.4589 -3.6288 0.2651 0.1239 0.1446
H -1.4085 -0.4843 -4.8524 0.3817 0.2333 0.0789
H -0.4003 0.1853 -3.8910 -0.3571 0.1685 -0.6133
O -0.6189 0.0789 -4.8463 0.0486 -0.3463 0.6842
H 0.9672 -2.7717 2.4542 0.7061 0.2355 -0.2889
H -0.4919 -3.0045 2.4349 -0.9158 -0.1984 -0.4301
O 0.2769 -3.1726 2.9672 0.1974 -0.3564 0.8267
H -4.7028 -0.7310 0.2975 0.6866 -0.2411 0.0597
H -3.4541 -0.5511 1.1826 0.7931 0.0724 -0.0208
O -3.7777 -1.0299 0.4149 -1.8186 0.0010 -0.2402
H 2.5077 3.0606 1.4948 0.6755 0.4447 0.2196
H 1.9122 1.7157 1.2195 -0.5634 0.1657 -0.0866
O 1.7093 2.6719 1.1616 -0.1142 -0.1621 -0.3285
H 2.4692 0.5786 3.0370 -0.1918 -0.4473 -0.1578
H 3.9839 0.7348 2.8301 -0.2331 0.1663 0.0593
O 3.1544 1.2321 2.8558 1.0439 0.0298 0.0719
H -2.0431 0.7610 -1.7028 0.3229 -1.3021 -0.1939
H -1.8180 -0.8339 -1.3939 -0.6102 0.1791 -0.1827
O -1.4037 0.0068 -1.5877 0.5088 1.0916 -0.5089
H -0.9088 3.3919 2.9710 0.1194 0.4959 0.4629
H 0.4793 2.6119 2.7033 -1.9992 0.3207 -0.6579
O -0.5212 2.6380 2.5365 1.4234 -0.5293 0.6755
H -3.2373 -2.0632 -0.9463 0.3434 0.4004 1.3309
H -3.9475 -2.1959 -2.1740 0.3834 -0.3714 -0.5904
O -3.1081 -2.4914 -1.7863 -0.6984 -0.1747 -0.7837
H 1.2028 0.8063 4.3276 -0.1795 0.0886 -0.0363
H 0.6128 -0.5785 4.3448 0.0888 -0.0987 -0.4392
O 0.9367 0.0970 3.7261 -0.1665 -0.1152 1.0207
H -3.1292 -3.3709 0.7200 0.2922 0.2716 0.7075
H -1.9461 -3.9082 0.0844 0.6209 -0.2115 -0.1065
O -2.1967 -3.5483 0.9399 -0.7611 -0.1000 -0.4729
H -0.5823 3.1834 0.9206 -0.5119 -0.0361 -0.2343
H -0.0824 3.6095 -0.4114 -0.1378 0.0757 -0.3696
O -0.9236 3.4536 0.0329 0.6062 -0.1060 0.4432
H -2.3384 2.3194 -0.7199 0.3029 1.2460 0.0072
H -2.9976 3.1615 -1.8999 0.3621 0.4380 0.2534
O -2.8329 2.2940 -1.5439 -0.8595 -1.3558 -0.2902
```
Positions in Å, forces in eV/Å.

[5]
Here is a cluster of 16 separate species, C4H42NO15S in total at a distorted geometry from OMol25. Energies are from ωB97M-V/def2-TZVPD.

Results
Charge: +1
Energy relative to the best compared isomer or geometry (same formula, charge and spin) (kcal per mole): 12.8
Orbital gap (eV): 9.0
HOMO energy (eV): -11.426

XYZ file:
```
63
Properties=species:S:1:pos:R:3:forces:R:3
C -0.8296 -0.0291 -1.1244 -1.4437 -0.1857 -2.0942
C -1.2542 -1.0201 0.0043 0.0855 3.5337 -2.0323
C -0.7562 -2.4207 -0.2586 1.5634 -0.7611 2.0830
C -1.9649 -3.3002 -0.2723 -1.1129 -2.5210 -0.8561
S -2.6604 -3.3716 -2.0766 -0.1465 0.2826 1.5521
N -0.8521 -0.2305 1.2619 -0.8500 0.3103 0.3143
H 0.2312 0.1356 -1.2512 0.2560 0.5859 1.0739
H -1.4958 0.8721 -1.1800 1.0999 -0.2677 0.8149
H -0.9716 -0.3596 -2.1966 -0.4935 -0.7239 1.4544
H -2.3617 -0.9640 -0.0520 0.6914 -0.3609 0.5889
H -0.1759 -2.5180 -1.1946 -0.5310 0.3549 0.3175
H -0.0159 -2.7755 0.5432 -1.3673 0.6662 -1.1432
H -2.6639 -3.2226 0.5825 -0.1229 1.1923 -0.8499
H -1.7985 -4.3728 -0.0805 0.8687 0.2004 -0.6547
H -3.7462 -2.5647 -2.0163 0.3286 -0.1495 0.2114
H -1.1087 0.8204 1.2347 0.1854 -1.9833 -0.2951
H 0.1434 -0.1954 1.4453 0.5920 -0.1588 -0.2641
H -1.2972 -0.6416 2.0912 -0.1048 0.0240 -0.2457
H 3.6059 -2.9829 0.1022 -0.1134 -0.2363 -0.2833
H 2.4756 -2.6621 -0.8382 0.0994 -0.0820 0.1968
O 2.6857 -3.2320 -0.0787 0.1879 0.0668 -0.1496
H 3.5754 3.2064 2.5078 -0.2749 -0.7513 -0.1914
H 3.9410 3.7814 1.2386 0.0664 0.1123 -0.9430
O 3.5364 2.9741 1.5609 0.4527 0.6875 1.1610
H -3.4319 -1.9714 3.2792 1.0947 0.0236 -0.0563
H -1.9043 -1.9395 3.7312 -0.4525 -0.1091 0.2345
O -2.4958 -1.9672 2.9709 -0.7156 0.1256 -0.0723
H 2.1485 -0.6987 -2.1965 1.1354 0.1677 0.0084
H 3.4264 -1.0520 -2.9146 0.2709 -0.0214 0.0306
O 3.1248 -0.8030 -2.0347 -1.1199 -0.8696 0.0625
H 1.7445 2.5637 -2.4276 0.4235 0.0223 0.1271
H 1.7525 3.4596 -3.6616 0.1363 0.2818 -0.2154
O 1.2219 3.2254 -2.9011 -0.4121 -0.3553 0.1798
H 1.2554 0.8886 -3.4963 -0.1891 -0.2430 0.1511
H 0.6788 -0.3178 -4.2206 -0.0624 -0.1546 0.0318
O 0.8921 0.0001 -3.3353 0.2939 0.4906 -0.8961
H -3.7446 2.2215 1.5305 0.0331 -0.3817 -0.1800
H -2.2209 2.3181 1.5336 0.2455 0.4110 0.1699
O -2.9458 1.7414 1.2715 -0.1760 0.3973 0.0228
H -0.5735 3.3340 -2.2004 -0.0447 -0.1368 -1.1735
H -2.1741 3.5513 -2.3831 0.4155 -0.1629 -0.4747
O -1.4086 3.5851 -1.8102 -0.2611 0.3322 1.5628
H -3.8465 -0.1245 1.6972 0.0952 0.2434 0.4934
H -4.4166 -0.0390 0.3617 -0.4294 0.1722 -0.2948
O -4.7035 -0.0281 1.2790 -0.3129 -0.8348 -0.1664
H 3.5476 0.9745 -1.1011 0.1485 -0.2765 -1.5271
H 2.8003 2.0733 -0.6908 -0.1915 0.9427 -0.6114
O 3.1600 1.7583 -1.5443 -0.1040 -0.1000 2.2304
H 2.2748 1.7326 1.3473 -0.0316 -0.0874 0.1633
H 2.2883 0.1815 1.2866 0.8515 -0.8795 -0.0009
O 1.7406 0.9327 1.4797 -0.7934 0.7586 -0.0383
H 0.1450 -3.2851 3.2394 0.0520 0.3408 -0.1556
H 1.0205 -3.1784 2.0280 0.1263 0.0692 -0.1372
O 0.4975 -2.6241 2.6186 -0.1184 -0.6158 0.7339
H 2.8233 -2.3462 1.6322 -0.4859 -1.1115 -0.1632
H 2.9673 -1.3094 2.7956 -0.0243 -0.3442 -0.3303
O 3.0483 -1.4596 1.8422 0.6624 1.8904 0.7082
H -0.1218 3.2715 1.4134 0.3683 0.3579 -0.0133
H -0.0133 2.4954 2.7379 0.2793 -0.0596 0.2633
O -0.5985 2.6734 2.0060 -0.4817 -0.2217 -0.0272
H 0.5551 4.1042 -0.3587 0.2393 0.5401 0.3543
H 1.1765 5.2250 0.5576 -0.2946 -0.4190 -0.2152
O 0.9906 4.2737 0.5004 -0.0870 -0.0186 -0.5444
```
Positions in Å, forces in eV/Å.

[6]
Here is a structure of composition C4H4AgO6 at a distorted geometry from OMol25. Energies are from ωB97M-V/def2-TZVPD.

Results
Charge: -1
Energy relative to the best compared isomer or geometry (same formula, charge and spin) (kcal per mole): 0.0
Orbital gap (eV): 7.5
HOMO energy (eV): -4.976

XYZ file:
```
15
Properties=species:S:1:pos:R:3:forces:R:3
O 1.2179 1.5241 0.5993 0.0391 -0.1549 0.6669
C 1.9034 0.7969 -0.1654 0.8775 1.0372 -0.8757
O 2.8569 1.1383 -0.8703 -0.3618 -0.3042 0.3585
Ag -0.5677 2.7116 0.9828 -0.0589 0.0569 -0.1288
O -1.7419 0.6817 0.7319 -0.7905 0.0790 0.0818
O -1.1585 -0.2541 -1.1948 0.1941 -1.5145 0.8043
C -1.5577 0.8373 -0.5103 1.0513 0.6383 1.1037
O -1.5130 1.9352 -1.0997 -0.5855 -0.0460 -0.4838
O 1.5840 -0.5385 -0.2533 -0.1985 -0.9809 0.0196
C 0.5297 -1.0873 0.5173 -0.0303 0.7203 0.2527
C -0.7197 -1.3562 -0.3088 -0.1776 -0.2639 -1.3679
H 0.8833 -2.0504 0.9133 -0.0977 0.0625 -0.1349
H 0.3010 -0.4292 1.3614 0.0066 -0.1000 -0.2203
H -1.5106 -1.7633 0.3372 0.0002 0.5837 -0.1232
H -0.5070 -2.1461 -1.0407 0.1320 0.1866 0.0472
```
Positions in Å, forces in eV/Å.

[7]
Here is a structure of composition C4H4BaLiO2 at a distorted geometry from OMol25. Energies are from ωB97M-V/def2-TZVPD.

Results
Charge: +2
Spin multiplicity: 2
Orbital gap (alpha / beta) (eV): 7.3 / 7.8
HOMO energy (alpha / beta) (eV): -15.409 / -15.919

XYZ file:
```
12
Properties=species:S:1:pos:R:3:forces:R:3
O 1.6165 -1.3388 -1.2037 -0.2066 -0.3339 0.1136
C 1.1844 -0.2491 -0.6716 0.7462 0.5329 0.9665
C 1.8201 0.4624 0.3114 -0.2166 -0.0377 -1.2007
H 0.9119 -1.9180 -1.5372 0.0184 0.1002 -0.3228
H 1.5671 1.5270 0.3791 0.0386 -0.2436 0.0428
H 2.8361 0.1532 0.5940 -0.1578 0.0983 -0.1291
C -1.4780 0.1813 -1.2306 -1.7621 -0.5064 1.3722
C -1.9397 0.1307 -0.0713 2.5261 0.3020 -2.4529
O -1.8184 0.1860 1.2089 -0.9292 0.2272 1.7353
Ba 0.3108 -0.0931 2.5106 -0.1189 -0.2259 0.1089
H -1.6158 0.0556 -2.2924 0.2021 0.1843 0.2483
Li -3.3952 0.9027 2.0027 -0.1402 -0.0976 -0.4820
```
Positions in Å, forces in eV/Å.

[8]
Here is a structure of composition C4H4BaO at a distorted geometry from OMol25. Energies are from ωB97M-V/def2-TZVPD.

Results
Energy relative to the best compared isomer or geometry (same formula, charge and spin) (kcal per mole): 0.0
Orbital gap (eV): 5.3
HOMO energy (eV): -6.590

XYZ file:
```
10
Properties=species:S:1:pos:R:3:forces:R:3
O 1.6082 -0.1088 0.6473 1.4159 -0.6312 -0.1952
C 0.3208 0.0155 0.7697 -0.0955 -0.0811 -0.4875
C -0.4656 0.7905 -0.0253 0.0008 -0.2632 -0.3702
C -1.8857 0.6705 -0.0215 -1.1476 0.6271 0.6981
C -3.1003 0.6724 0.0790 0.8319 -0.2259 0.1126
H -0.1691 -0.5815 1.5570 0.0595 0.0781 -0.1803
H 0.0005 1.4355 -0.7753 -0.1155 -0.2791 0.1589
H -4.1507 0.6579 0.3081 0.4501 0.0013 -0.3292
Ba 3.8447 -1.3088 -0.3423 -1.4929 1.2984 1.6054
H 3.9973 -2.2433 -2.1968 0.0932 -0.5244 -1.0126
```
Positions in Å, forces in eV/Å.

[9]
Here is a structure of composition C4H4BiO5 at a distorted geometry from OMol25. Energies are from ωB97M-V/def2-TZVPD.

Results
Charge: +2
Energy relative to the best compared isomer or geometry (same formula, charge and spin) (kcal per mole): 71.6
Spin multiplicity: 2
Orbital gap (alpha / beta) (eV): 5.4 / 5.6
HOMO energy (alpha / beta) (eV): -18.285 / -18.288

XYZ file:
```
14
Properties=species:S:1:pos:R:3:forces:R:3
O 0.3609 -1.4274 -1.3521 -1.9573 -1.2313 -1.4356
C -0.7351 -1.2246 -1.9766 2.8326 5.5242 5.8631
O -1.2966 -0.0956 -1.0384 0.8736 -2.8854 -1.9090
H -0.4441 0.6202 2.5373 0.0734 -0.2413 -0.2143
Bi -2.6135 0.3307 -3.8348 0.4294 -0.3520 0.5300
O -1.1603 -1.1263 -3.0940 -1.4576 -1.4264 -3.3495
O -0.3661 -0.7391 0.9773 -0.3147 -0.4354 -1.6388
C 0.3085 0.0655 1.9661 0.4674 0.1430 0.7697
C 1.2045 0.9631 1.1199 0.7159 0.0739 0.6652
O 0.6387 0.8207 -0.1997 -0.7884 -0.8697 -1.2751
C -0.1615 -0.2308 -0.2249 -0.4585 1.6941 2.4121
H 0.8641 -0.6065 2.6265 -0.1632 0.1875 -0.1564
H 2.2479 0.6303 1.0946 -0.2608 0.0913 -0.0734
H 1.1525 2.0197 1.3988 0.0081 -0.2725 -0.1880
```
Positions in Å, forces in eV/Å.

Repeat the third record exactly.
Here is a cluster of 2 separate species, C4H4 in total at a distorted geometry from OMol25. Energies are from ωB97M-V/def2-TZVPD.

Results
Energy relative to the best compared isomer or geometry (same formula, charge and spin) (kcal per mole): 172.6
Orbital gap (alpha / beta) (eV): 9.9 / 6.5
HOMO energy (alpha / beta) (eV): -10.645 / -9.576

XYZ file:
```
8
Properties=species:S:1:pos:R:3:forces:R:3
C -2.8838 0.6426 0.0963 -0.3546 -0.2878 0.2096
C -2.0657 -0.2623 -0.0826 -3.3308 1.5958 0.8612
C 0.8900 -0.6477 -0.3088 -0.9502 -0.6519 0.9480
C 1.6561 0.3587 0.0209 -1.7331 -1.5676 -1.1853
H 0.1457 -1.1215 0.3902 1.4516 -0.4445 -0.8303
H 1.5482 0.4294 1.0617 0.8389 1.2776 1.5372
H 1.8535 1.0372 -0.7586 1.3191 1.1193 -0.2402
H -1.1440 -0.4364 -0.4192 2.7592 -1.0408 -1.3002
```
Positions in Å, forces in eV/Å.